1.
DFT (ωB97M-V/def2-TZVPD) results for C4H2CsNaO2 as an isolated structure at a distorted geometry.

The value obtained for the orbital gap is 4.66 eV. The largest force on an atom is 4.79 eV/Å. The total energy comes out at -486.3276 hartree. The LUMO energy is -0.023 Eh. Its energy above the lowest of the compared OMol25 structures with the same formula, charge and spin is 20.2 kcal/mol.

Structure (ORCA input):
```
! wB97M-V def2-TZVPD RIJCOSX def2/J DEFGRID3
* xyz 0 1
Cs -1.212 0.247 -1.170
Na -0.086 -0.590 3.072
O -0.812 1.437 2.455
O 0.645 -0.905 -1.955
C 1.665 -0.623 0.117
C 1.454 -0.007 1.194
C 1.506 -1.278 -1.116
C -0.477 1.448 1.230
H -0.350 2.508 0.845
H 2.029 -2.242 -1.255
*
```

2.
DFT (ωB97M-V/def2-TZVPD) results for a 2-piece molecular cluster, C4H2F2 overall at a distorted geometry.

The value obtained for the orbital gap (alpha / beta) is 8.34 / 7.45 eV. The largest force on an atom is 4.17 eV/Å. Its expectation value of S² is 2.05. The total energy comes out at -352.9716 hartree. The LUMO energy (alpha / beta) is -0.049 / -0.143 Eh. Its energy above the lowest of the compared OMol25 structures with the same formula, charge and spin is 61.1 kcal/mol.

Structure (ORCA input):
```
! wB97M-V def2-TZVPD RIJCOSX def2/J DEFGRID3
* xyz 0 3
F 2.568 1.112 1.017
F 2.423 0.220 -1.331
C 0.224 -0.046 0.101
C 1.165 -1.371 0.172
C 1.389 -2.615 0.209
C 1.633 -0.069 -0.297
H -0.491 0.287 -0.621
H 0.081 0.582 0.975
*
```

3.
DFT (ωB97M-V/def2-TZVPD) results for the molecule C4H2F2O at a distorted geometry.

The value obtained for the orbital gap is 10.08 eV. The largest force on an atom is 6.36 eV/Å. The total energy comes out at -428.4887 hartree. The LUMO energy is 0.034 Eh. The SMILES is Fc1ccoc1F. Its energy above the lowest of the compared OMol25 structures with the same formula, charge and spin is 40.9 kcal/mol.

Structure (ORCA input):
```
! wB97M-V def2-TZVPD RIJCOSX def2/J DEFGRID3
* xyz 0 1
F -1.960 -1.599 0.012
F -1.911 1.299 -0.131
O 0.377 -1.220 -0.166
C 0.633 0.876 0.060
C 1.260 -0.283 -0.107
C -0.840 0.592 0.078
C -0.881 -0.786 0.025
H 2.249 -0.866 0.251
H 1.072 1.987 -0.022
*
```

4.
DFT (ωB97M-V/def2-TZVPD) results for the molecule C4H2F2O at a distorted geometry.

The value obtained for the orbital gap (alpha / beta) is 11.33 / 5.33 eV. The largest force on an atom is 8.17 eV/Å. The total energy comes out at -428.3002 hartree. The LUMO energy (alpha / beta) is 0.005 / -0.114 Eh. Its energy above the lowest of the compared OMol25 structures with the same formula, charge and spin is 159.2 kcal/mol.

Structure (ORCA input):
```
! wB97M-V def2-TZVPD RIJCOSX def2/J DEFGRID3
* xyz 0 1
F 2.545 -0.777 -0.721
F 2.247 0.268 1.139
O -0.632 0.592 0.297
C -0.198 -1.767 0.139
C 1.688 -0.084 0.027
C -0.817 -2.574 0.675
C 0.256 -0.362 -0.250
H -1.530 0.152 0.434
H 0.178 -0.542 -1.392
*
```

5.
DFT (ωB97M-V/def2-TZVPD) results for a 2-piece molecular cluster, C4H2F5NO overall at a distorted geometry.

The value obtained for the orbital gap is 10.28 eV. The largest force on an atom is 3.48 eV/Å. The total energy comes out at -782.8916 hartree. The LUMO energy is -0.045 Eh. The SMILES is N#CC(=O)C(F)F.FC(F)F. Its energy above the lowest of the compared OMol25 structures with the same formula, charge and spin is 0.0 kcal/mol.

Structure (ORCA input):
```
! wB97M-V def2-TZVPD RIJCOSX def2/J DEFGRID3
* xyz 0 1
F 1.706 -0.675 -0.414
F 0.560 1.648 -0.738
F -1.170 0.845 -2.074
F 1.771 -1.628 1.567
F -0.111 2.697 -2.510
O -1.142 -0.700 -0.117
N -0.634 -0.831 3.340
C -0.655 -0.915 2.189
C 1.081 -1.499 0.474
C -0.548 1.951 -1.505
C -0.410 -0.994 0.777
H 0.927 -2.378 -0.158
H -1.375 2.480 -0.831
*
```

6.
DFT (ωB97M-V/def2-TZVPD) results for the molecule C4H2FNO at a distorted geometry.

The value obtained for the orbital gap is 9.85 eV. The largest force on an atom is 6.91 eV/Å. The total energy comes out at -383.3825 hartree. The LUMO energy is -0.051 Eh. The SMILES is C=C(F)C(=O)C#N. Its energy above the lowest of the compared OMol25 structures with the same formula, charge and spin is 31.9 kcal/mol.

Structure (ORCA input):
```
! wB97M-V def2-TZVPD RIJCOSX def2/J DEFGRID3
* xyz 0 1
F -1.946 -0.859 -0.334
O 0.165 -2.224 0.170
N 2.878 -0.078 -0.148
C 0.380 -1.078 -0.063
C 1.687 -0.307 -0.258
C -0.759 -0.187 0.024
C -0.823 1.146 0.046
H -1.636 1.769 0.246
H 0.054 1.819 0.316
*
```

7.
DFT (ωB97M-V/def2-TZVPD) results for the molecule C4H2FNOS at a distorted geometry.

The value obtained for the orbital gap is 8.08 eV. The largest force on an atom is 5.58 eV/Å. The total energy comes out at -781.5539 hartree. The LUMO energy is -0.038 Eh. The SMILES is Fc1ccnc(=S)o1. Its energy above the lowest of the compared OMol25 structures with the same formula, charge and spin is 46.6 kcal/mol.

Structure (ORCA input):
```
! wB97M-V def2-TZVPD RIJCOSX def2/J DEFGRID3
* xyz 0 1
S -2.496 -0.384 0.135
F 1.961 -1.675 0.053
O 0.085 -0.720 -0.342
N -0.290 1.468 -0.090
C -1.001 0.281 -0.086
C 1.906 0.717 0.198
C 1.350 -0.541 -0.037
C 0.938 1.762 -0.107
H 1.372 2.773 0.153
H 3.104 0.604 0.774
*
```

8.
DFT (ωB97M-V/def2-TZVPD) results for C4H2HgO2 as an isolated structure at a distorted geometry.

The value obtained for the orbital gap (alpha / beta) is 7.43 / 6.24 eV. The largest force on an atom is 3.80 eV/Å. Its expectation value of S² is 2.03. The total energy comes out at -457.3060 hartree. The LUMO energy (alpha / beta) is 0.005 / -0.118 Eh. Its energy above the lowest of the compared OMol25 structures with the same formula, charge and spin is 6.2 kcal/mol.

Structure (ORCA input):
```
! wB97M-V def2-TZVPD RIJCOSX def2/J DEFGRID3
* xyz 0 3
Hg -2.636 -1.530 0.687
O -0.723 -0.687 1.506
O 2.378 -0.320 0.920
C -0.840 0.221 -1.750
C 1.427 0.448 0.734
C -0.261 -0.042 -0.689
C -0.051 0.076 0.735
H 1.592 1.546 0.685
H -0.885 0.288 -2.827
*
```

9.
DFT (ωB97M-V/def2-TZVPD) results for an isolated ion of composition C4H2IO5S and charge -1 at a distorted geometry.

The value obtained for the orbital gap is 6.64 eV. The largest force on an atom is 6.95 eV/Å. The total energy comes out at -1225.6217 hartree. The LUMO energy is 0.098 Eh. Its energy above the lowest of the compared OMol25 structures with the same formula, charge and spin is 70.5 kcal/mol.

Structure (ORCA input):
```
! wB97M-V def2-TZVPD RIJCOSX def2/J DEFGRID3
* xyz -1 1
I -0.363 0.577 3.595
S -2.417 -0.415 0.949
O -2.167 -1.792 0.541
O 0.004 0.415 -0.633
O 1.485 1.338 -2.274
O -3.063 -0.325 2.266
O 1.867 -2.160 -1.544
C -0.595 0.113 1.563
C 1.104 0.244 -1.527
C 0.328 0.613 0.756
C 1.485 -1.010 -1.644
H 1.010 1.628 -2.955
H 1.319 0.774 0.908
*
```

10.
DFT (ωB97M-V/def2-TZVPD) results for C4H2KNaO2 as an isolated structure at a distorted geometry.

The value obtained for the orbital gap (alpha / beta) is 4.06 / 4.63 eV. The largest force on an atom is 3.67 eV/Å. The total energy comes out at -1066.1402 hartree. The LUMO energy (alpha / beta) is -0.028 / -0.028 Eh. Its energy above the lowest of the compared OMol25 structures with the same formula, charge and spin is 7.2 kcal/mol.

Structure (ORCA input):
```
! wB97M-V def2-TZVPD RIJCOSX def2/J DEFGRID3
* xyz 0 1
K -0.955 -1.557 -0.939
Na 1.936 1.774 -0.477
O -2.601 -0.550 -0.007
O 2.692 -0.276 -0.003
C -0.896 0.685 1.005
C -2.189 0.539 0.510
C 0.360 0.656 1.164
C 1.599 -0.795 0.412
H -2.788 1.459 0.384
H 1.777 -1.673 1.099
*
```

11.
DFT (ωB97M-V/def2-TZVPD) results for C4H2LiO2Pm as an isolated structure at a distorted geometry.

The value obtained for the orbital gap (alpha / beta) is 5.33 / 5.34 eV. The largest force on an atom is 3.71 eV/Å. Its expectation value of S² is 8.76. The total energy comes out at -919.5621 hartree. The LUMO energy (alpha / beta) is -0.170 / -0.169 Eh. Its energy above the lowest of the compared OMol25 structures with the same formula, charge and spin is 5.2 kcal/mol.

Structure (ORCA input):
```
! wB97M-V def2-TZVPD RIJCOSX def2/J DEFGRID3
* xyz 1 6
Pm -2.262 2.156 0.019
O 0.566 -1.248 1.752
O -1.707 0.320 -1.247
C 0.361 0.898 0.692
C 0.536 -0.367 -1.116
C -0.709 -0.450 -1.546
C 0.483 -0.058 1.566
Li 0.577 -2.782 0.650
H 0.646 1.941 0.827
H 1.509 -0.410 -1.597
*
```

12.
DFT (ωB97M-V/def2-TZVPD) results for C4H2LiO2Pt as an isolated structure at a distorted geometry.

The value obtained for the orbital gap (alpha / beta) is 8.49 / 6.36 eV. The largest force on an atom is 4.50 eV/Å. Its expectation value of S² is 2.01. The total energy comes out at -430.4712 hartree. The LUMO energy (alpha / beta) is -0.187 / -0.273 Eh. Its energy above the lowest of the compared OMol25 structures with the same formula, charge and spin is 0.0 kcal/mol.

Structure (ORCA input):
```
! wB97M-V def2-TZVPD RIJCOSX def2/J DEFGRID3
* xyz 1 3
Pt -1.382 -1.864 0.678
O 0.409 2.126 -0.939
O -0.160 -1.771 2.134
C 0.673 -0.857 1.857
C -0.014 1.383 -1.827
C -0.460 0.070 -1.479
C -0.745 -0.971 -0.870
Li 0.299 1.097 0.798
H 1.594 -0.985 2.488
H -0.213 1.771 -2.841
*
```

13.
DFT (ωB97M-V/def2-TZVPD) results for the molecule C4H2N2 at a distorted geometry.

The value obtained for the orbital gap is 9.72 eV. The largest force on an atom is 12.12 eV/Å. The total energy comes out at -262.9897 hartree. The LUMO energy is -0.048 Eh. The SMILES is N#C/C=C/C#N. Its energy above the lowest of the compared OMol25 structures with the same formula, charge and spin is 59.9 kcal/mol.

Structure (ORCA input):
```
! wB97M-V def2-TZVPD RIJCOSX def2/J DEFGRID3
* xyz 0 1
N 2.188 -1.795 -1.350
N -1.841 2.389 1.119
C -0.115 0.340 0.586
C -0.151 -0.628 -0.305
C -1.192 1.331 0.693
C 1.185 -1.314 -0.908
H -1.131 -1.033 -0.595
H 1.055 0.711 0.761
*
```

14.
DFT (ωB97M-V/def2-TZVPD) results for the molecule C4H2N2O at a distorted geometry.

The value obtained for the orbital gap is 10.45 eV. The largest force on an atom is 1.26 eV/Å. The total energy comes out at -338.2714 hartree. The LUMO energy is -0.014 Eh. The SMILES is N#CC#CC(N)=O. Its energy above the lowest of the compared OMol25 structures with the same formula, charge and spin is 43.9 kcal/mol.

Structure (ORCA input):
```
! wB97M-V def2-TZVPD RIJCOSX def2/J DEFGRID3
* xyz 0 1
O -1.593 -1.749 0.815
N -1.319 0.496 0.477
N 2.590 1.506 0.428
C 2.512 0.363 0.592
C -0.883 -0.773 0.712
C 1.780 -0.807 0.783
C 0.569 -0.887 0.805
H -2.313 0.608 0.335
H -0.728 1.313 0.400
*
```